# 1
C3H8FNS | the ωB97M-V functional and the def2-TZVPD basis

XYZ file:
```
14
Properties=species:S:1:pos:R:3:forces:R:3
C -1.25842 -0.79877 0.27879 0.5532 -3.0154 -0.4487
C -0.06468 -0.27006 0.95215 2.4192 2.1501 -0.7063
C 1.14304 0.19294 -0.25241 -1.3498 -1.4217 4.3175
N 0.61877 0.75003 -1.38245 1.3832 2.4089 -1.3230
F 1.58652 -1.13519 -0.54882 0.1307 0.8900 -0.3658
S 2.49961 1.15253 0.53349 -0.7272 -0.9518 0.9628
H -0.83514 -1.18097 -0.65106 -0.7919 -0.2445 -0.4854
H -1.98675 -0.05516 0.11225 -0.9826 0.6371 -0.2749
H -1.68363 -1.73430 0.74900 0.2012 1.2566 -0.2112
H -0.37991 0.54529 1.59293 0.5023 0.6183 0.0060
H 0.50743 -0.92957 1.56648 0.1205 -0.8220 0.2798
H 0.53975 1.76578 -1.57037 0.6322 -1.1340 0.8245
H -0.22299 0.32973 -1.58267 -2.1878 -1.0523 -0.8659
H 2.35163 0.57715 1.82590 0.0967 0.6806 -1.7094
```
Positions in Å, forces in eV/Å.

Computed properties:
Electronic energy ... -18282.48892 eV
Gap between HOMO and LUMO ... 10.3 eV
SMILES string ... CC[C@](N)(F)S
Energy relative to the best compared isomer or geometry (same formula, charge and spin) ... 0.909 eV

---

# 2
C3H8I2NO | the ωB97M-V functional and the def2-TZVPD basis

XYZ file:
```
15
Properties=species:S:1:pos:R:3:forces:R:3
C 0.57350 -1.26930 -1.43354 -0.0190 0.0778 0.0792
C 0.62208 0.18903 -1.01407 0.7079 -0.2722 -0.5251
C -0.57924 -0.06056 1.14230 0.6203 1.4058 3.0323
N -0.55656 0.56202 -0.16726 -0.1979 0.4933 -0.3086
O 0.62893 1.15840 2.23713 -0.8028 -2.3557 -2.9944
I -2.37357 -0.02927 2.17102 0.4364 -0.2924 -0.6933
I -0.19995 2.18812 3.56683 -0.4911 0.8007 0.9630
H 1.33336 -1.43406 -2.19512 0.0037 0.0119 0.0083
H 0.78718 -1.94811 -0.61289 -0.0056 -0.0683 0.0612
H -0.39021 -1.53246 -1.86869 -0.0580 -0.0149 -0.0652
H 0.59262 0.82812 -1.90043 -0.0799 0.0696 0.2340
H 1.52711 0.41492 -0.44637 -0.2000 0.1027 0.0456
H 0.01276 -0.95969 1.23975 -0.0012 0.0911 -0.0822
H -0.56682 1.58470 -0.03302 -0.0460 -0.2002 0.0650
H -1.41117 0.30812 -0.68565 0.1331 0.1509 0.1800
```
Positions in Å, forces in eV/Å.

Computed properties:
Electronic energy ... -22969.24053 eV
Gap between HOMO and LUMO (spin up / spin down) ... 7.6 / 7.6 eV
Total charge ... +1
Energy relative to the best compared isomer or geometry (same formula, charge and spin) ... 3.185 eV

---

# 3
C3H8INS | the ωB97M-V functional and the def2-TZVPD basis

XYZ file:
```
14
Properties=species:S:1:pos:R:3:forces:R:3
C 0.54674 -1.42516 0.96239 2.9444 1.9192 2.0288
C -1.36822 2.32759 0.07801 2.1948 0.5722 2.8754
C 0.57321 -0.95936 -0.44747 0.9588 0.5297 -1.1640
N -0.60312 1.33434 0.14801 0.1517 -1.6229 -0.5301
S -0.89760 -0.02180 -0.83843 -0.8087 0.2720 -0.7017
I -4.68245 0.40092 -0.02805 1.3976 1.1194 -1.8386
H 0.13338 -0.60062 1.51085 -0.6375 0.1220 0.7141
H 0.15799 -2.34028 1.28738 -1.3235 -1.3605 -0.4049
H 1.56797 -1.46559 1.44674 -0.5130 0.0416 -0.9108
H -5.51246 -0.26582 1.03414 -1.4661 -1.1342 1.8583
H -2.14808 2.55825 -0.54604 -1.9461 0.1113 -1.7520
H -1.12682 3.00800 0.89982 -0.3617 0.5620 -0.4783
H 0.60361 -1.83918 -1.10533 0.1023 0.6293 -0.3667
H 1.37791 -0.17904 -0.71391 -0.6932 -1.7609 0.6704
```
Positions in Å, forces in eV/Å.

Computed properties:
Electronic energy ... -23664.78034 eV
Gap between HOMO and LUMO ... 9.0 eV
SMILES string ... C=NSCC.I
Energy relative to the best compared isomer or geometry (same formula, charge and spin) ... 0.761 eV

---

# 4
C3H8N | the ωB97M-V functional and the def2-TZVPD basis

XYZ file:
```
12
Properties=species:S:1:pos:R:3:forces:R:3
C 0.50976 0.10049 1.25760 -3.0599 -1.8079 1.3132
C -0.83546 0.13809 0.43600 0.2557 1.6905 2.7886
C -0.64130 1.00843 1.40910 0.4947 0.2947 -1.1299
N 0.35811 -0.51767 -1.66292 0.3397 2.0730 -0.3638
H 0.66126 -0.73024 1.92848 -0.0351 0.1539 0.6753
H 1.37752 0.38546 0.82243 2.4447 1.1106 -1.7817
H -0.14527 0.14781 -0.76858 0.3478 -0.4188 -2.1360
H -1.71084 -0.33459 0.08943 -0.7427 -0.7451 -0.4805
H -0.99168 1.89194 1.91969 -0.2234 -0.3672 0.3935
H -0.04812 -1.36906 -1.33405 0.6276 -1.1888 0.1130
H 1.35655 -0.31113 -1.41502 -1.0067 -1.1221 -0.8516
H 0.10946 -0.40954 -2.68215 0.5576 0.3272 1.4599
```
Positions in Å, forces in eV/Å.

Computed properties:
Electronic energy ... -4719.85749 eV
Gap between HOMO and LUMO ... 10.3 eV
Total charge ... +1
Energy relative to the best compared isomer or geometry (same formula, charge and spin) ... 3.570 eV